{
  "formula": "C44H52NO24",
  "method": "ωB97M-V/def2-TZVPD",
  "lumo_energy_ev": -4.454,
  "total_charge": 1,
  "orbital_gap_ha": 0.2131,
  "relative_energy_ev": 1.0838,
  "max_force_ev_per_a": 9.90,
  "symbols": ["C", "N", "C", "C", "C", "C", "O", "H", "H", "H", "H", "H", "H", "H", "H", "H", "H", "H", "H", "H", "H", "C", "C", "C", "O", "C", "C", "C", "O", "O", "O", "H", "H", "H", "H", "C", "C", "C", "O", "C", "C", "C", "O", "O", "O", "H", "H", "H", "H", "C", "C", "C", "O", "C", "C", "C", "O", "O", "O", "H", "H", "H", "H", "C", "C", "C", "O", "C", "C", "C", "O", "O", "O", "H", "H", "H", "H", "C", "C", "C", "O", "C", "C", "C", "O", "O", "O", "H", "H", "H", "H", "C", "C", "O", "C", "H", "H", "H", "H", "H", "H", "C", "C", "O", "C", "H", "H", "H", "H", "H", "H", "C", "C", "O", "C", "H", "H", "H", "H", "H", "H"],
  "xyz": [[14.29, -25.29, 17.07], [13.59, -24.31, 16.16], [13.43, -25.07, 14.79], [12.40, -23.92, 16.85], [14.50, -23.16, 15.88], [13.84, -22.07, 15.05], [14.78, -20.97, 15.00], [13.73, -26.16, 17.29], [14.74, -24.83, 17.90], [15.13, -25.65, 16.82], [14.47, -25.46, 14.51], [12.73, -24.66, 14.07], [13.02, -26.03, 15.04], [11.89, -23.06, 16.37], [12.69, -23.51, 17.76], [11.77, -24.80, 16.86], [15.36, -23.48, 15.50], [14.64, -22.79, 16.86], [13.02, -21.71, 15.37], [13.86, -22.37, 14.01], [14.27, -20.14, 14.75], [9.44, -20.37, 13.75], [9.26, -19.39, 12.60], [9.63, -19.68, 11.29], [9.38, -18.86, 10.39], [10.39, -20.89, 11.11], [10.61, -21.84, 12.26], [10.12, -21.58, 13.62], [10.30, -22.32, 14.56], [11.34, -23.04, 12.14], [8.62, -18.25, 12.84], [9.12, -19.93, 14.83], [10.94, -21.04, 10.32], [11.33, -23.16, 11.23], [8.61, -17.72, 12.07], [19.95, -26.52, 21.04], [18.84, -26.54, 19.97], [18.22, -25.35, 19.50], [17.40, -25.45, 18.71], [18.82, -24.12, 19.91], [19.91, -23.99, 20.98], [20.45, -25.25, 21.58], [21.28, -25.16, 22.46], [20.40, -22.81, 21.51], [18.44, -27.78, 19.46], [20.28, -27.35, 21.67], [18.13, -23.20, 19.33], [19.95, -22.21, 21.11], [17.68, -27.51, 18.86], [9.68, -26.50, 12.54], [9.23, -27.49, 11.56], [9.30, -28.99, 11.72], [9.11, -29.70, 10.75], [9.83, -29.38, 13.01], [10.24, -28.34, 14.17], [10.15, -26.93, 13.87], [10.41, -26.06, 14.74], [10.89, -28.70, 15.26], [8.65, -27.11, 10.34], [9.68, -25.51, 12.31], [9.98, -30.42, 13.20], [11.05, -29.55, 15.22], [8.70, -27.82, 9.80], [13.05, -29.96, 12.12], [12.54, -30.80, 10.99], [12.56, -30.33, 9.64], [12.18, -30.95, 8.70], [13.15, -29.04, 9.42], [13.63, -28.06, 10.55], [13.43, -28.50, 11.93], [13.78, -27.76, 12.86], [14.26, -26.87, 10.30], [11.99, -32.03, 11.20], [12.74, -30.26, 13.11], [13.38, -28.67, 8.37], [14.63, -26.74, 9.48], [11.81, -32.57, 10.56], [14.10, -21.77, 10.49], [14.63, -23.18, 10.78], [15.66, -23.82, 9.76], [16.24, -24.94, 10.02], [15.96, -23.16, 8.52], [15.34, -21.70, 8.35], [14.34, -21.04, 9.27], [13.66, -20.02, 9.02], [15.39, -21.08, 7.19], [14.27, -23.98, 11.86], [13.61, -21.33, 11.23], [16.43, -23.65, 7.70], [15.96, -21.50, 6.35], [14.49, -25.01, 11.53], [17.65, -22.79, 12.88], [17.64, -24.15, 13.19], [16.77, -24.69, 13.85], [18.72, -24.99, 12.43], [18.51, -22.37, 13.10], [16.98, -22.06, 13.66], [17.38, -22.47, 11.87], [18.87, -26.08, 12.79], [19.56, -24.57, 12.28], [18.41, -25.17, 11.45], [12.69, -17.37, 11.72], [12.98, -17.80, 13.19], [13.06, -18.99, 13.50], [12.85, -16.70, 14.25], [12.01, -16.45, 11.85], [12.27, -18.13, 11.15], [13.63, -17.15, 11.39], [13.62, -15.93, 14.22], [12.84, -17.06, 15.27], [11.91, -16.23, 14.03], [16.63, -28.43, 14.89], [15.89, -28.28, 16.26], [16.39, -27.84, 17.30], [14.46, -28.82, 16.39], [17.66, -28.88, 14.70], [16.93, -27.46, 14.48], [15.94, -28.70, 14.07], [14.35, -29.84, 16.45], [13.73, -28.40, 15.67], [13.79, -28.49, 17.24]]
}


{
  "formula": "C44H53BClCoN9S3Te",
  "method": "ωB97M-V/def2-TZVPD",
  "lumo_energy_ev": [-1.323, -1.377],
  "total_charge": 0,
  "orbital_gap_ha": [0.2310, 0.2294],
  "relative_energy_ev": 0.7826,
  "spin_multiplicity": 2,
  "max_force_ev_per_a": 0.56,
  "symbols": ["Co", "C", "C", "C", "C", "N", "N", "B", "N", "N", "C", "C", "C", "C", "C", "S", "C", "C", "C", "C", "N", "N", "C", "C", "C", "C", "C", "S", "C", "C", "C", "C", "C", "S", "C", "C", "C", "C", "H", "H", "H", "H", "H", "H", "H", "H", "H", "H", "H", "H", "H", "H", "H", "H", "H", "H", "H", "H", "H", "H", "H", "H", "H", "H", "H", "H", "H", "H", "H", "H", "H", "H", "H", "H", "H", "H", "H", "N", "C", "N", "C", "N", "Cl", "C", "C", "C", "C", "C", "C", "C", "H", "H", "H", "H", "H", "H", "C", "Te", "C", "C", "C", "C", "C", "C", "C", "H", "H", "H", "H", "H", "H", "H", "H"],
  "xyz": [[-0.53, -0.22, -0.69], [-3.18, 2.95, 2.72], [-3.30, 1.46, 2.76], [-4.25, 0.79, 3.46], [-4.29, -0.64, 3.46], [-3.44, -1.34, 2.78], [-2.52, -0.68, 2.07], [-1.37, -1.51, 1.54], [-1.67, -2.68, 0.74], [-2.99, -2.67, 0.31], [-3.41, -3.62, -0.44], [-2.52, -4.61, -0.98], [-1.24, -4.67, -0.57], [-0.27, -5.66, -1.11], [-0.82, -3.77, 0.51], [0.52, -4.11, 1.38], [-4.91, -3.72, -0.70], [-5.41, -4.93, 0.10], [-5.19, -3.96, -2.19], [-5.64, -2.47, -0.22], [-0.15, -1.35, 2.41], [-0.52, -1.62, 3.68], [0.40, -1.67, 4.60], [1.76, -1.44, 4.27], [2.13, -1.16, 2.99], [3.55, -0.91, 2.59], [1.10, -1.11, 1.99], [1.42, -0.83, 0.38], [-0.10, -2.02, 5.99], [-1.29, -1.12, 6.35], [-0.57, -3.48, 5.97], [1.00, -1.86, 7.04], [-2.37, 0.66, 2.01], [-1.14, 1.29, 1.05], [-5.34, -1.37, 4.28], [-6.73, -1.07, 3.69], [-5.09, -2.88, 4.25], [-5.29, -0.88, 5.73], [-3.98, 3.41, 3.30], [-3.22, 3.30, 1.69], [-2.21, 3.26, 3.12], [-4.98, 1.35, 4.02], [-2.88, -5.30, -1.74], [-0.67, -6.12, -2.01], [-0.06, -6.44, -0.37], [0.68, -5.18, -1.33], [-4.91, -5.85, -0.21], [-6.48, -5.06, -0.06], [-5.23, -4.79, 1.17], [-4.84, -4.94, -2.52], [-4.74, -3.20, -2.82], [-6.27, -3.94, -2.36], [-5.43, -2.28, 0.83], [-6.71, -2.61, -0.36], [-5.33, -1.58, -0.78], [2.51, -1.47, 5.04], [4.20, -0.91, 3.46], [3.63, 0.04, 2.07], [3.88, -1.68, 1.89], [-2.07, -1.21, 5.60], [-0.98, -0.07, 6.39], [-1.69, -1.40, 7.32], [-1.38, -3.61, 5.26], [-0.92, -3.78, 6.96], [0.24, -4.16, 5.68], [1.39, -0.84, 7.06], [1.83, -2.54, 6.88], [0.58, -2.07, 8.03], [-6.82, -1.47, 2.68], [-6.93, 0.00, 3.65], [-7.50, -1.53, 4.31], [-5.07, -3.26, 3.23], [-5.89, -3.38, 4.80], [-4.14, -3.13, 4.72], [-5.60, 0.16, 5.83], [-4.29, -0.98, 6.15], [-5.97, -1.48, 6.34], [0.25, 1.46, -1.45], [0.36, 2.61, -1.63], [0.51, 3.85, -1.94], [0.26, 4.80, -1.05], [0.05, 5.68, -0.34], [-2.57, -1.31, -7.58], [-1.85, -1.30, -5.99], [-1.17, -0.17, -5.55], [-0.56, -0.19, -4.30], [-0.62, -1.31, -3.47], [0.09, -1.36, -2.17], [-1.33, -2.42, -3.95], [-1.93, -2.43, -5.20], [-1.12, 0.71, -6.18], [-0.02, 0.69, -3.97], [1.13, -1.05, -2.32], [0.11, -2.39, -1.80], [-1.38, -3.31, -3.33], [-2.46, -3.30, -5.56], [-4.11, -0.46, -3.10], [-3.14, 0.31, -1.36], [-2.76, 2.05, -2.54], [-3.52, 1.86, -3.83], [-3.54, 2.88, -4.78], [-4.18, 2.70, -5.99], [-4.80, 1.49, -6.27], [-4.79, 0.48, -5.33], [-4.14, 0.66, -4.11], [-5.12, -0.77, -2.81], [-3.57, -1.32, -3.48], [-1.69, 2.09, -2.71], [-3.07, 2.94, -1.99], [-3.04, 3.82, -4.56], [-4.18, 3.50, -6.72], [-5.29, 1.34, -7.22], [-5.26, -0.47, -5.55]]
}


Across the entries above, E takes the values -3567.3224, -5531.7017 Ha, respectively.